# 1
# C20H33Cl2CrN2O4

A structure of composition C20H33Cl2CrN2O4 at a distorted geometry (ωB97M-V with the def2-TZVPD basis set, OMol25).

The geometry in XYZ format:
```
62
Properties=species:S:1:pos:R:3:mulliken_spin:R:1
O -1.677 -1.010 -1.253 0.23
C -2.269 -0.433 -2.168 0.24
C -3.667 -0.731 -2.595 0.08
C -4.191 -2.034 -2.503 0.13
H -3.562 -2.833 -2.102 0.04
C -5.498 -2.283 -2.924 -0.10
H -5.905 -3.289 -2.846 -0.01
C -6.296 -1.253 -3.440 0.26
H -7.317 -1.455 -3.771 0.03
C -5.777 0.049 -3.523 -0.08
H -6.390 0.870 -3.915 0.00
C -4.473 0.313 -3.086 0.13
H -4.059 1.329 -3.110 0.02
H -1.803 0.413 -2.718 0.03
C 0.954 0.114 -2.942 0.03
C 1.393 0.698 -1.672 -0.32
H 1.783 0.035 -3.669 -0.01
H 0.174 0.758 -3.381 -0.01
H 0.525 -0.879 -2.759 0.00
C 2.406 1.528 -1.471 0.13
C 3.501 1.852 -2.442 -0.02
H 2.485 2.029 -0.511 -0.01
H 3.128 1.973 -3.466 0.00
H 4.294 1.088 -2.454 0.00
H 3.960 2.799 -2.140 0.00
Cr 0.483 0.070 0.154 3.16
Cl 0.801 -2.103 -0.506 0.01
Cl -1.187 1.528 -0.339 -0.02
H -3.016 -3.163 1.632 0.00
H -1.602 -4.604 2.578 0.00
C -2.310 -2.358 1.411 0.02
C -0.707 -4.011 2.367 0.00
N -1.108 -2.621 2.203 0.00
H -2.724 -1.386 1.699 0.01
C -0.203 -1.652 2.407 0.01
O -0.328 -0.489 1.944 0.04
H -0.003 -4.083 3.205 0.00
H 0.686 -1.957 2.996 0.00
H -2.081 -2.338 0.335 -0.01
H -0.223 -4.396 1.455 0.00
H 2.505 4.049 3.812 0.00
H 0.261 4.355 4.579 0.00
C 2.178 3.927 2.772 0.00
C -0.141 4.219 3.566 0.00
N 0.804 3.444 2.773 0.00
H 2.828 3.217 2.257 0.00
C 0.402 2.409 2.020 0.02
O 1.166 1.765 1.256 -0.06
H -1.089 3.675 3.608 0.00
H -0.670 2.158 2.102 0.00
H 2.237 4.908 2.279 0.00
H -0.309 5.210 3.115 0.00
C 4.568 -0.572 2.070 0.00
C 3.561 -0.763 0.967 0.00
C 4.063 -1.418 -0.274 0.00
O 2.395 -0.358 1.124 0.00
H 5.417 -1.243 1.922 0.00
H 4.108 -0.773 3.042 0.00
H 4.937 0.462 2.076 0.00
H 3.237 -1.931 -0.776 0.00
H 4.503 -0.677 -0.953 0.00
H 4.842 -2.147 -0.021 0.00
```

Calculated total energy, Ha: -3157.2256
Largest force on an atom, eV Å⁻¹: 3.45
Multiplicity: 5
Charge: -1
Relative energy (zero: lowest compared OMol25 entry of this formula, charge and spin), kcal/mol: 5.5
E_HOMO (alpha / beta), eV: -0.1 / -4.1
E_LUMO (alpha / beta), eV: 2.07 / 2.07



# 2
# CH5S3

A cluster of 2 separate species, CH5S3 in total (ωB97M-V with the def2-TZVPD basis set, OMol25).

The geometry in XYZ format:
```
9
Properties=species:S:1:pos:R:3:lowdin_charge:R:1
S 2.916 -2.329 -1.698 0.38
H 3.635 -1.724 -0.761 -0.24
C -1.909 1.091 0.884 -0.59
S -0.941 0.778 -0.599 0.06
S 0.972 0.407 0.079 -0.31
H -1.708 0.360 1.646 0.00
H -2.967 0.986 0.594 0.01
H -1.771 2.102 1.270 0.01
H 1.773 -1.671 -1.414 -0.30
```

Calculated total energy, Ha: -1235.7012
Largest force on an atom, eV Å⁻¹: 0.83
Charge: -1
Relative energy (zero: lowest compared OMol25 entry of this formula, charge and spin), kcal/mol: 3.7
E_HOMO, eV: -2.3
E_LUMO, eV: 3.49



# 3
# C11H26N4O7PdS

A structure of composition C11H26N4O7PdS at a distorted geometry (ωB97M-V with the def2-TZVPD basis set, OMol25).

The geometry in XYZ format:
```
50
Properties=species:S:1:pos:R:3:mulliken_spin:R:1
O -0.102 -1.221 -3.545 0.02
H -0.471 -1.309 -4.429 0.00
Pd -0.105 0.065 -0.375 0.09
N 1.464 -1.050 -0.954 0.36
N -0.721 -1.791 0.206 0.38
N 0.785 1.858 -0.165 -0.02
N -1.272 1.030 1.012 0.01
O 2.611 -0.592 -1.126 0.45
O 2.058 2.093 -0.485 0.00
O -2.060 0.423 1.912 0.00
O -1.652 -2.011 1.058 0.31
C -0.015 -2.794 -0.364 0.05
C 1.178 -2.384 -1.016 0.19
C 0.104 2.811 0.464 0.02
C -1.050 2.338 1.176 0.02
C 2.094 -3.234 -1.803 0.02
H 2.030 -2.956 -2.863 0.02
H 1.825 -4.292 -1.699 0.00
H 3.121 -3.079 -1.457 0.01
C -0.553 -4.179 -0.263 0.01
H -1.533 -4.258 -0.756 0.00
H -0.686 -4.484 0.785 0.00
H 0.122 -4.888 -0.748 0.00
C 0.611 4.209 0.534 0.00
C -1.834 3.161 2.136 0.00
H 1.294 4.365 -0.306 0.00
H 1.152 4.384 1.472 0.00
H -0.216 4.923 0.481 0.00
H -2.501 2.533 2.733 0.00
H -2.439 3.910 1.607 0.00
H -1.172 3.722 2.812 0.00
H 2.363 1.209 -0.884 0.00
H -1.997 -0.578 1.666 0.00
C -1.345 0.017 -2.018 0.05
H -0.962 -0.857 -2.861 0.01
H -1.265 1.017 -2.448 0.01
H -2.358 -0.217 -1.665 0.01
O 1.048 0.909 -2.792 -0.01
H 0.659 0.069 -3.246 -0.01
H 1.476 1.442 -3.484 0.00
C 2.232 -1.593 3.380 0.00
S 0.814 -0.658 2.830 0.00
C 1.086 0.813 3.825 0.00
O 1.243 -0.252 1.418 -0.01
H 2.145 -1.756 4.456 0.00
H 3.128 -1.026 3.114 0.00
H 2.206 -2.552 2.849 0.00
H 1.947 1.340 3.412 0.00
H 0.183 1.422 3.782 0.00
H 1.263 0.475 4.846 0.00
```

Calculated total energy, Ha: -1706.0567
Largest force on an atom, eV Å⁻¹: 3.29
Multiplicity: 3
E_HOMO (alpha / beta), eV: -5.6 / -6.5
E_LUMO (alpha / beta), eV: -0.62 / -0.61



# 4
# C16H58F2HgNO17S2

A structure of composition C16H58F2HgNO17S2 at a distorted geometry (ωB97M-V with the def2-TZVPD basis set, OMol25).

The geometry in XYZ format:
```
97
Properties=species:S:1:pos:R:3:lowdin_charge:R:1
Hg 16.339 -15.682 19.464 1.32
N 14.563 -16.283 18.406 -0.37
S 13.971 -17.413 17.535 0.48
O 14.240 -17.423 16.086 -0.26
O 12.750 -18.038 17.996 -0.22
F 15.035 -18.527 18.022 -0.20
S 13.137 -15.308 18.118 0.64
O 12.089 -15.445 19.069 -0.24
O 12.775 -14.997 16.713 -0.23
F 13.824 -13.936 18.655 -0.20
C 16.983 -17.741 14.507 -0.16
O 17.283 -18.375 15.699 -0.12
H 16.415 -16.814 14.580 0.05
H 17.927 -17.431 14.060 0.09
H 16.503 -18.392 13.777 0.10
H 17.622 -19.240 15.456 0.11
C 15.069 -10.577 19.076 -0.19
O 13.851 -9.957 18.843 -0.09
H 15.395 -10.299 20.078 0.09
H 14.988 -11.664 19.047 0.04
H 15.826 -10.240 18.368 0.09
H 13.645 -9.992 17.906 0.08
O 16.822 -13.654 18.381 -0.08
H 16.279 -13.265 17.695 -0.01
H 17.469 -12.979 18.586 0.08
O 9.896 -15.587 20.635 -0.05
H 10.706 -15.424 20.153 -0.05
H 9.222 -15.130 20.132 0.04
O 17.714 -16.514 17.861 -0.06
H 18.660 -16.616 17.968 0.09
H 17.487 -17.112 17.150 0.03
O 15.386 -14.390 21.163 -0.07
H 15.769 -14.650 22.002 0.08
H 14.672 -13.799 21.398 0.01
C 11.376 -20.511 19.230 -0.10
C 11.226 -21.555 20.268 -0.35
O 9.866 -21.909 20.445 -0.05
H 11.061 -21.008 18.312 0.09
H 12.452 -20.396 19.105 0.06
H 10.770 -19.615 19.369 0.08
H 11.555 -21.115 21.210 0.09
H 11.974 -22.330 20.100 0.10
H 9.754 -22.308 21.311 0.08
C 11.272 -14.508 13.655 -0.08
C 11.341 -13.018 14.154 -0.32
O 11.259 -12.242 13.011 -0.08
H 10.223 -14.764 13.504 0.08
H 11.594 -15.065 14.534 0.04
H 11.982 -14.804 12.883 0.07
H 12.228 -12.792 14.745 0.09
H 10.450 -12.842 14.757 0.11
H 10.324 -12.207 12.797 0.09
C 12.407 -17.875 21.839 -0.05
C 13.596 -18.883 21.834 -0.33
O 14.689 -18.374 22.524 -0.09
H 12.063 -17.650 22.848 0.08
H 11.558 -18.196 21.236 0.07
H 12.668 -16.925 21.372 0.05
H 13.925 -19.239 20.857 0.09
H 13.314 -19.817 22.318 0.10
H 14.370 -17.936 23.317 0.08
C 11.628 -17.847 12.415 -0.07
C 12.933 -18.214 13.224 -0.28
O 13.539 -16.971 13.532 -0.12
H 11.926 -17.315 11.512 0.07
H 10.907 -17.274 12.998 0.06
H 11.100 -18.742 12.086 0.06
H 13.604 -18.810 12.606 0.10
H 12.727 -18.799 14.121 0.11
H 13.670 -17.060 14.479 0.00
C 15.766 -14.301 15.038 -0.04
C 15.683 -12.748 15.270 -0.26
O 15.356 -12.409 16.570 -0.11
H 16.427 -14.804 15.744 0.05
H 16.163 -14.515 14.045 0.09
H 14.814 -14.822 15.143 0.05
H 14.965 -12.306 14.580 0.12
H 16.666 -12.301 15.123 0.12
H 14.880 -11.578 16.500 0.10
C 15.391 -22.619 19.503 -0.06
C 16.147 -21.307 19.425 -0.32
O 17.566 -21.472 19.474 -0.08
H 15.718 -23.226 20.347 0.08
H 15.567 -23.189 18.591 0.08
H 14.334 -22.419 19.678 0.05
H 15.892 -20.763 20.334 0.10
H 15.965 -20.718 18.526 0.09
H 17.916 -20.754 20.006 0.07
C 11.783 -12.178 21.021 -0.07
C 12.416 -13.107 22.021 -0.28
O 13.727 -12.622 22.323 -0.10
H 10.845 -12.606 20.668 0.08
H 12.332 -11.995 20.098 0.06
H 11.549 -11.189 21.417 0.09
H 12.397 -14.116 21.609 0.10
H 11.835 -13.156 22.942 0.12
H 13.590 -11.725 22.637 0.11
```

Calculated total energy, Ha: -3127.2575
Largest force on an atom, eV Å⁻¹: 10.03
Charge: +1
E_HOMO, eV: -11.3
E_LUMO, eV: -6.14



# 5
# C10H26Br3FN2O3P

A structure of composition C10H26Br3FN2O3P at a distorted geometry (ωB97M-V with the def2-TZVPD basis set, OMol25).

The geometry in XYZ format:
```
46
Properties=species:S:1:pos:R:3:lowdin_charge:R:1
C -2.133 2.039 -2.319 -0.16
C -2.644 2.489 -0.833 -0.69
Br -3.766 4.173 -0.676 0.48
C -2.315 1.688 0.375 -0.73
Br -3.050 2.419 2.133 0.48
P -1.325 0.057 0.418 0.25
N -0.446 0.507 1.938 -0.23
F 0.044 0.708 -0.459 -0.34
Br -3.000 -0.769 1.788 0.33
C -0.459 -1.677 0.587 -0.32
C -1.308 -2.902 -0.092 -0.37
O -0.542 -3.369 -1.291 -0.16
C -1.261 -4.193 0.968 -0.26
N -2.333 -4.109 2.045 -0.07
H -2.964 2.387 -3.099 0.08
H -1.826 0.918 -2.435 0.07
H -1.177 2.702 -2.586 0.08
H -1.960 -0.478 -0.772 0.01
H -0.254 1.531 1.975 -0.01
H -0.944 0.151 2.782 -0.03
H -0.349 -1.942 1.745 0.07
H 0.607 -1.579 0.110 0.08
H -2.409 -2.647 -0.392 0.11
H -0.101 -4.265 -1.087 0.09
H -0.224 -4.123 1.528 0.12
H -1.340 -5.232 0.424 0.11
H -3.179 -3.704 1.580 0.03
H -1.975 -3.432 2.778 0.05
C 4.595 -1.854 -1.646 -0.10
C 3.712 -2.646 -0.703 -0.33
O 3.468 -1.896 0.477 -0.09
H 5.548 -1.608 -1.165 0.07
H 4.796 -2.420 -2.560 0.07
H 4.120 -0.905 -1.916 0.07
H 4.200 -3.582 -0.418 0.11
H 2.753 -2.884 -1.172 0.10
H 3.028 -1.069 0.214 0.08
C 0.994 5.467 0.102 -0.10
C 0.840 3.965 -0.015 -0.32
O 0.126 3.462 1.105 -0.13
H 1.526 5.729 1.022 0.07
H 1.546 5.870 -0.752 0.07
H 0.015 5.955 0.150 0.07
H 1.820 3.480 -0.041 0.12
H 0.297 3.696 -0.927 0.09
H -0.746 3.892 1.114 0.04
```

Calculated total energy, Ha: -8895.0477
Largest force on an atom, eV Å⁻¹: 6.14
Charge: -1
E_HOMO, eV: -5.1
E_LUMO, eV: 2.57